<one>
62
Properties=species:S:1:pos:R:3 method="wB97M-V/def2-TZVPD" charge=-1 multiplicity=2 e_homo_ev="-1.89 / -1.88"
Re -0.500 -0.381 -0.516
O -3.372 2.839 0.478
C -2.703 3.832 -0.156
C -3.218 5.117 -0.018
C -2.607 6.183 -0.646
C -1.474 5.975 -1.419
C -0.964 4.701 -1.551
C -1.557 3.606 -0.927
C -0.956 2.254 -1.102
O -1.590 1.297 -0.451
N 0.086 2.109 -1.884
N 0.431 0.717 -1.906
C 0.471 0.242 -3.105
C 0.686 -1.205 -3.390
C 1.528 -1.539 -4.436
C 1.780 -2.868 -4.756
C 1.152 -3.871 -4.016
C 0.291 -3.560 -2.992
C 0.005 -2.221 -2.628
O -0.831 -1.944 -1.699
H -2.902 2.018 0.242
H -4.105 5.256 0.583
H -3.017 7.179 -0.535
H -0.987 6.803 -1.918
H -0.082 4.532 -2.147
H 0.353 0.891 -3.963
H 2.013 -0.743 -4.992
H 2.457 -3.120 -5.565
H 1.335 -4.915 -4.246
H -0.197 -4.351 -2.436
N -0.243 0.464 1.426
C -0.667 -0.549 2.419
C 0.001 -0.302 3.765
C 1.547 -0.182 3.868
C 2.423 -1.437 3.874
N 2.484 -2.260 2.687
C 3.034 -1.987 1.516
N 2.681 -2.695 0.456
N 3.951 -1.011 1.404
C -0.483 -1.992 1.845
O -0.209 -2.862 2.679
O -0.353 -2.110 0.610
H 0.730 0.734 1.458
H -0.706 1.316 1.516
H -1.745 -0.432 2.544
H -0.331 -1.060 4.476
H -0.402 0.649 4.121
H 1.736 0.279 4.840
H 1.917 0.519 3.115
H 2.059 -2.093 4.660
H 3.450 -1.162 4.142
H 1.835 -3.027 2.686
H 1.747 -3.057 0.461
H 3.012 -2.458 -0.465
H 4.252 -0.505 2.209
H 4.335 -0.786 0.510
C -3.757 -1.250 -0.088
O -2.467 -0.897 -0.256
H -4.273 -1.608 -1.011
H -4.441 -0.440 0.285
H -3.937 -2.084 0.638
O 1.296 -0.551 -0.295

=====

<two>
62
Properties=species:S:1:pos:R:3 method="wB97M-V/def2-TZVPD" charge=-1 multiplicity=2 e_homo_ev="-3.41 / -4.34"
Re 0.536 0.308 0.089
O 3.843 -3.984 -0.602
C 4.074 -3.225 -1.689
C 4.893 -3.753 -2.688
C 5.165 -3.024 -3.829
C 4.626 -1.752 -4.003
C 3.819 -1.223 -3.014
C 3.536 -1.937 -1.851
C 2.658 -1.309 -0.835
O 2.291 -0.095 -1.010
N 2.321 -2.038 0.211
N 1.541 -1.273 1.068
C 1.627 -1.515 2.319
C 1.092 -0.586 3.302
C 0.777 -1.017 4.592
C 0.435 -0.125 5.590
C 0.461 1.241 5.302
C 0.801 1.697 4.045
C 1.102 0.805 2.992
O 1.387 1.258 1.804
H 3.237 -3.464 -0.013
H 5.300 -4.746 -2.540
H 5.799 -3.453 -4.596
H 4.830 -1.186 -4.902
H 3.374 -0.242 -3.117
H 2.232 -2.360 2.642
H 0.809 -2.081 4.802
H 0.175 -0.476 6.580
H 0.221 1.958 6.079
H 0.849 2.758 3.828
N -1.272 0.829 1.197
C -1.400 2.303 1.244
C -2.796 2.849 1.537
C -3.829 2.647 0.423
C -4.570 1.303 0.454
N -4.791 0.748 -0.895
C -3.562 0.293 -1.484
N -2.881 0.990 -2.302
N -3.131 -0.944 -1.082
C -0.779 2.905 -0.031
O -1.097 4.028 -0.372
O 0.099 2.162 -0.636
H -2.023 0.412 0.652
H -1.316 0.436 2.132
H -0.733 2.625 2.047
H -2.668 3.919 1.694
H -3.156 2.428 2.485
H -3.320 2.763 -0.531
H -4.565 3.452 0.465
H -5.554 1.427 0.909
H -4.032 0.590 1.097
H -5.428 -0.037 -0.826
H -3.385 1.843 -2.524
H -1.070 0.877 -3.294
H -3.564 -1.332 -0.261
H -2.115 -1.107 -1.167
C -0.096 -0.595 -4.115
O -0.412 0.775 -4.002
H 0.519 -0.945 -3.281
H 0.457 -0.731 -5.047
H -0.995 -1.223 -4.158
O -0.347 -0.852 -0.884

=====

<two> is the most stable structure; the next one sits 5.055 eV above it.